Record 1
Computed, not measured: a structure of composition C26H20AsF6MoN6O2S2Se2 at a distorted geometry, with the ωB97M-V functional and the def2-TZVPD basis.

```
66
Properties=species:S:1:pos:R:3:forces:R:3
Mo 0.427470 -0.559186 -0.163027 -1.4 -2.2 -4.8
C 3.664653 -1.727444 2.182130 -0.4 -0.1 -0.1
C 2.885917 -0.678678 1.468646 0.9 1.0 0.1
O 1.708610 -1.004008 0.975678 1.6 -0.9 2.6
C 3.323035 0.592980 1.241813 0.0 -0.8 0.4
C 2.612416 1.531520 0.455113 -0.8 0.1 -0.7
C 3.147577 2.914343 0.287178 0.1 -0.1 0.0
N 1.511352 1.195209 -0.219002 0.7 0.3 0.7
N 1.061819 2.126172 -1.113402 -0.1 0.6 -0.8
C 0.023251 1.693552 -1.763241 0.9 0.9 0.4
O -0.439972 0.513656 -1.408609 -0.5 0.7 -0.2
C -0.506576 2.413362 -2.910070 -0.4 -0.2 -0.3
C -0.281675 3.779659 -3.072122 0.0 -0.1 0.1
C -0.768436 4.421650 -4.193522 0.0 0.1 0.0
C -1.482794 3.713330 -5.152175 0.0 -0.1 0.0
C -1.699292 2.353240 -4.995560 0.0 0.1 -0.1
C -1.203531 1.699623 -3.882942 0.0 -0.1 0.2
H 3.798686 -2.591979 1.528134 0.0 0.0 0.0
H 4.637915 -1.348120 2.477342 0.0 0.1 0.0
H 3.123506 -2.065038 3.067305 -0.1 0.0 0.0
H 4.276165 0.893698 1.646742 0.0 0.0 0.0
H 4.046110 3.053767 0.881464 0.0 0.0 0.0
H 3.371232 3.093314 -0.764918 -0.1 0.0 0.0
H 2.397957 3.647968 0.582817 0.0 0.0 -0.1
H 0.259162 4.322250 -2.309619 0.0 0.0 0.0
H -0.594643 5.480749 -4.326500 0.0 0.0 0.0
H -1.860216 4.225631 -6.026347 0.0 0.0 0.0
H -2.256268 1.798156 -5.736411 0.0 0.0 0.0
H -1.348561 0.634863 -3.767945 -0.2 0.0 0.1
Se -2.272537 -0.736039 3.245469 -1.5 -0.1 -1.2
Se -0.014798 -0.968956 3.979146 0.6 -0.1 0.1
C 0.038196 -2.907443 3.873771 -0.1 0.1 -0.1
C 0.490294 -3.680899 4.936031 0.0 0.2 0.0
C 0.536519 -5.055098 4.761345 0.0 0.1 0.0
C 0.109311 -5.600484 3.560838 0.0 0.0 0.0
C -0.333457 -4.741559 2.567032 0.0 0.0 0.1
N -0.343802 -3.419796 2.716404 -0.2 0.2 -0.2
C -2.008138 0.981757 2.405363 0.6 0.5 -0.1
C -3.104630 1.832164 2.428138 0.0 -0.3 0.0
C -2.963380 3.098574 1.891655 0.1 0.0 -0.1
C -1.729739 3.480061 1.399431 -0.1 0.1 0.1
C -0.695071 2.565067 1.416624 -0.1 0.0 0.2
N -0.818471 1.324817 1.887891 -0.3 -0.4 0.2
H 0.788219 -3.210737 5.862882 0.0 -0.1 0.0
H 0.896299 -5.687948 5.561179 0.0 0.0 0.0
H 0.113871 -6.667650 3.396085 0.0 0.0 0.0
H -0.699163 -5.108618 1.615246 0.0 -0.1 0.0
H -4.047362 1.474177 2.815556 0.0 0.0 0.0
H -3.808091 3.770204 1.846437 0.0 0.0 0.0
H -1.573918 4.463054 0.980183 0.0 0.0 0.0
H 0.283994 2.837722 1.047924 -0.1 0.0 0.0
S -0.591204 -2.431695 -1.574585 1.2 0.7 0.8
C 0.573737 -2.822866 -2.775333 0.1 0.4 0.3
C 0.255682 -3.903049 -3.646494 -0.1 -0.3 -0.2
N -0.007395 -4.787587 -4.331158 0.0 0.0 0.0
C 1.768769 -2.179271 -2.897138 -0.3 0.2 0.2
S 2.256241 -0.878067 -1.877420 -1.1 -0.2 0.8
C 2.726954 -2.548129 -3.880474 0.3 -0.1 -0.3
N 3.544402 -2.815869 -4.643343 0.0 0.0 0.0
F -1.101808 -1.132834 0.586951 -0.3 -0.4 0.9
As -3.285402 -0.214419 -0.917700 -0.6 0.5 0.1
F -3.801241 -0.863671 1.900840 1.1 -0.1 1.0
F -2.732955 1.772061 -0.719582 0.2 -0.4 -0.1
F -4.847644 0.411342 -0.558174 -0.3 0.0 0.2
F -3.404557 0.074661 -2.631137 0.2 0.2 -0.5
F -4.032597 -1.847217 -1.218835 0.1 -0.1 0.0
```
Forces are in eV/Å.

Calculated values
Net charge ... 0
LUMO level (spin up / spin down) ... -3.711 / -3.702 eV
E ... -9984.1594 hartree
Gap between HOMO and LUMO (spin up / spin down) ... 4.17 / 4.18 eV
Max |F| ... 5.43 eV Å⁻¹
Highest occupied orbital energy (spin up / spin down) ... -7.9 / -7.9 eV
Multiplicity ... 2
Energy relative to the best compared isomer or geometry (same formula, charge and spin) ... 463.1 kJ/mol
<S²> ... 0.761



Record 2
Computed, not measured: a structure of composition C26H20AsN2O6Pd at a distorted geometry, with the ωB97M-V functional and the def2-TZVPD basis.

```
56
Properties=species:S:1:pos:R:3:forces:R:3
Pd 0.187466 -1.584874 -0.435064 -0.1 -0.8 -0.1
O 2.004908 -3.246634 -4.091673 -0.1 0.0 -0.3
C 1.261942 -2.881065 -3.020368 1.1 -0.3 0.4
O 1.796869 -2.810113 -1.926909 -0.3 0.1 -0.3
C -0.157737 -2.635679 -3.318136 -0.9 0.0 -0.7
C -0.677294 -3.109762 -4.514294 0.8 0.0 0.3
C -2.062876 -2.944757 -4.736134 -0.4 0.3 0.3
C -2.804968 -2.287360 -3.816881 -0.2 -0.2 -0.3
C -2.199681 -1.747519 -2.615231 -0.4 0.7 0.8
N -0.853917 -1.998579 -2.372413 0.7 -0.1 0.4
C -2.963788 -1.024249 -1.750381 0.1 -0.3 -1.2
O -4.305310 -0.791605 -1.977459 0.2 -0.1 0.4
O -2.419961 -0.586441 -0.541198 -0.4 -0.1 0.2
H 2.922231 -3.380820 -3.810522 -0.3 0.1 0.3
H -0.045979 -3.611144 -5.228840 0.0 0.0 0.0
H -2.507358 -3.348991 -5.637200 -0.1 0.0 0.0
H -3.868665 -2.146349 -3.932895 0.0 0.0 -0.1
H -4.532201 -0.003462 -1.444086 0.0 -0.1 -0.1
O -0.438746 1.541875 -1.205925 -0.9 0.3 -1.0
As 0.239887 1.134787 0.196641 1.4 0.3 1.7
C -0.086933 2.591379 1.490598 -0.1 -0.1 -0.2
C 0.173772 2.430180 2.845668 0.1 -0.2 -0.2
C -0.100721 3.453083 3.735860 0.0 0.0 0.1
C -0.634510 4.646487 3.275667 -0.1 0.1 0.1
C -0.913482 4.809076 1.928611 0.0 0.1 0.0
C -0.643156 3.782006 1.041218 0.1 -0.2 -0.4
C -0.157211 -0.443419 1.265706 0.3 0.2 -0.5
C 0.835164 -1.422666 1.562848 0.7 0.3 -0.3
C 0.460435 -2.513967 2.383465 -0.3 -0.3 0.4
C -0.781787 -2.571629 2.967734 0.5 -0.2 0.0
C -1.723993 -1.559945 2.741789 -0.2 0.7 -0.4
C -1.428589 -0.550837 1.851858 -0.3 -0.2 0.6
C 2.200204 1.140131 0.076352 -0.3 -0.1 0.2
C 2.927375 2.206468 0.587261 -0.3 0.1 0.1
C 4.311401 2.168663 0.590627 0.1 0.1 0.0
C 4.972161 1.057141 0.092743 0.1 0.0 0.0
C 4.251736 0.009469 -0.460501 0.0 0.0 0.0
C 2.867579 0.057750 -0.483592 -0.3 -0.3 -0.3
H 0.601846 1.495348 3.191255 0.0 0.0 0.1
H 0.102673 3.325509 4.790907 0.0 0.0 0.0
H -0.833870 5.449331 3.970759 0.0 0.1 0.1
H -1.338561 5.737446 1.572247 0.0 0.0 0.0
H -0.851104 3.879822 -0.020846 0.0 0.0 0.1
H 1.901296 -1.191945 1.464801 -0.3 -0.1 0.1
H 1.187825 -3.293855 2.579304 0.0 0.0 0.0
H -1.043598 -3.402329 3.608564 0.0 -0.1 0.0
H -2.692932 -1.581090 3.227532 0.0 -0.1 -0.1
H -3.025087 0.732236 2.193600 0.1 0.1 -0.3
H 2.394924 3.061484 0.995649 0.2 -0.1 0.0
H 4.873435 2.999673 0.998925 0.0 0.0 0.0
H 6.052191 1.010261 0.133925 0.1 0.0 0.0
H 4.767272 -0.856352 -0.853839 0.0 0.0 -0.1
H 2.275737 -0.764240 -0.915016 0.4 0.3 0.2
O -4.077437 0.865333 0.029731 0.4 -0.1 -0.1
C -3.025444 0.268459 0.244382 -0.7 0.5 0.6
N -2.373433 0.438279 1.473175 -0.5 -0.4 -0.4
```
Forces are in eV/Å.

Calculated values
Net charge ... -1
LUMO level ... 2.710 eV
E ... -3927.4150 hartree
Gap between HOMO and LUMO ... 5.13 eV
Max |F| ... 2.21 eV Å⁻¹
Highest occupied orbital energy ... -2.4 eV



Record 3
Computed, not measured: a structure of composition C26H20AuN4O2, with the ωB97M-V functional and the def2-TZVPD basis.

```
53
Properties=species:S:1:pos:R:3:forces:R:3
Au -0.880013 -0.609182 0.885240 0.0 -0.4 -0.2
O -1.837779 -4.386924 -2.888393 0.0 0.1 0.0
C -1.823884 -3.242734 -3.602352 0.0 0.0 0.0
C -1.949986 -3.275625 -4.990754 0.0 0.0 0.0
C -1.920887 -2.113722 -5.732127 0.0 0.0 0.0
C -1.760968 -0.881082 -5.104039 0.0 0.0 0.0
C -1.630086 -0.841253 -3.734968 0.0 0.0 0.0
C -1.661402 -2.006338 -2.953713 0.0 -0.1 0.0
C -1.516773 -1.862980 -1.503501 0.0 0.2 0.1
O -1.146547 -0.653205 -1.106633 0.1 -0.3 0.0
N -1.769489 -2.872174 -0.688559 0.1 0.1 0.1
N -1.551799 -2.483595 0.589718 -0.3 -0.1 -0.3
C -1.702839 -3.217254 1.625975 0.0 0.1 0.1
C -1.396561 -2.567469 2.914516 0.0 0.0 -0.1
C -1.497925 -3.201963 4.133640 0.0 0.0 0.0
C -1.189021 -2.492657 5.291861 0.0 0.0 0.0
C -0.800573 -1.169399 5.203716 0.0 0.0 0.0
C -0.715239 -0.582153 3.948656 0.0 0.1 0.1
N -0.997645 -1.267805 2.854083 0.2 0.0 -0.1
H -1.933061 -5.131827 -3.491549 0.0 0.0 0.0
H -2.072089 -4.234411 -5.482203 0.0 0.0 0.0
H -2.024514 -2.168356 -6.808075 0.0 0.0 0.0
H -1.744225 0.032188 -5.682202 0.0 0.0 0.0
H -1.512694 0.106700 -3.230418 0.0 0.0 0.0
H -2.042963 -4.243121 1.548449 0.0 0.0 0.0
H -1.817544 -4.234061 4.175621 0.0 0.0 0.0
H -1.259909 -2.978333 6.255878 0.0 0.0 0.0
H -0.563198 -0.589872 6.083760 0.0 0.0 0.0
H -0.434987 0.452765 3.787476 0.0 0.0 0.0
N -0.209506 1.142012 1.431754 -0.2 0.5 0.5
C 0.716720 1.804612 0.874814 0.1 -0.1 0.0
C 1.362795 1.447448 -0.420026 0.0 0.0 -0.1
C 2.732243 1.187117 -0.433982 0.0 -0.1 0.0
C 3.355849 0.831357 -1.617587 0.0 0.0 0.0
C 2.623326 0.766535 -2.797357 0.0 0.0 0.0
C 1.268697 1.062193 -2.791231 0.0 0.0 0.0
C 0.635501 1.399748 -1.603068 0.0 0.2 0.0
C 1.236119 3.022342 1.569695 0.0 0.0 -0.1
C 1.319420 3.085819 2.957226 0.0 0.0 0.0
C 1.782463 4.233194 3.578728 0.0 0.0 0.0
C 2.152892 5.333311 2.816459 0.0 0.0 0.0
C 2.073816 5.276996 1.432425 0.0 0.0 0.0
C 1.629616 4.121485 0.808782 0.0 0.0 0.0
H 3.303852 1.262510 0.483428 0.0 0.0 0.0
H 4.416374 0.617089 -1.623275 0.0 0.0 0.0
H 3.114555 0.500941 -3.724129 0.0 0.0 0.0
H 0.703679 1.035381 -3.714054 0.0 0.0 0.0
H -0.418155 1.654491 -1.598873 0.1 0.0 0.0
H 1.037758 2.223260 3.546450 0.0 0.0 0.0
H 1.859342 4.271511 4.657439 0.0 0.0 0.0
H 2.511131 6.231603 3.302063 0.0 0.0 0.0
H 2.365122 6.132000 0.836947 0.0 0.0 0.0
H 1.580994 4.072890 -0.271733 0.0 0.0 0.0
```
Forces are in eV/Å.

Calculated values
Net charge ... +1
LUMO level ... -4.414 eV
E ... -1507.6914 hartree
Gap between HOMO and LUMO ... 6.79 eV
Max |F| ... 0.71 eV Å⁻¹
Highest occupied orbital energy ... -11.2 eV



Record 4
Computed, not measured: a structure of composition C26H20BaBrN2O7PS2, with the ωB97M-V functional and the def2-TZVPD basis.

```
60
Properties=species:S:1:pos:R:3:forces:R:3
Ba -0.490102 -0.496148 -0.304605 -0.1 -0.2 0.1
O 4.945493 -3.634048 1.693280 0.0 0.0 0.0
C 4.517104 -4.232290 0.599030 0.0 0.0 0.0
O 5.128951 -5.146844 0.083673 0.0 0.0 0.0
C 3.242966 -3.742139 0.012418 0.0 0.0 0.0
C 2.670201 -4.289815 -1.120880 0.0 -0.1 0.0
N 1.547816 -3.610864 -1.373414 0.1 0.1 0.0
N 1.334886 -2.648101 -0.471422 0.2 0.0 0.0
C 2.351283 -2.706465 0.384228 -0.1 0.1 0.0
C 2.351684 -1.735548 1.552376 0.2 -0.3 -0.3
O 3.308115 -1.811149 2.356302 0.0 0.0 0.1
O 1.391494 -0.943120 1.604104 -0.3 0.3 0.0
H 4.299957 -2.894383 1.990851 0.0 0.0 0.0
H 2.996817 -5.115072 -1.729914 0.0 0.0 0.0
H 0.796096 -3.823478 -2.052688 0.1 0.0 0.1
S -2.897609 4.423473 3.308942 0.0 0.0 0.0
P -1.497388 3.495453 2.270239 0.1 0.0 0.1
S -2.039831 2.004181 1.046341 0.0 0.0 0.0
C -0.143132 2.939179 3.377643 0.0 0.0 0.0
C 0.306941 3.805074 4.373963 0.0 0.0 0.0
C 1.381356 3.450064 5.172151 0.0 0.0 0.0
C 2.018566 2.225933 4.986307 0.0 0.0 0.0
C 1.570693 1.356014 4.005431 0.0 0.0 0.0
C 0.488641 1.716138 3.208919 0.0 0.0 0.0
C -0.575496 4.712999 1.240962 0.0 0.0 0.0
C -1.121689 5.955491 0.951565 0.0 0.0 0.0
C -0.435363 6.853774 0.142583 0.0 0.0 0.0
C 0.807295 6.519356 -0.373429 0.0 0.0 0.0
C 1.362669 5.278920 -0.080463 0.0 0.0 0.0
C 0.672493 4.381353 0.717935 0.0 0.0 0.0
H -0.203681 4.749759 4.519888 0.0 0.0 0.0
H 1.726094 4.128972 5.943842 0.0 0.0 0.0
H 2.863431 1.954815 5.608348 0.0 0.0 0.0
H 2.052527 0.400963 3.833295 0.0 0.0 0.0
H 0.140089 1.031885 2.450922 0.0 0.0 0.0
H -2.084796 6.208151 1.378412 0.0 0.0 0.0
H -0.872928 7.819903 -0.080331 0.0 0.0 0.0
H 1.344894 7.221038 -1.000248 0.0 0.0 0.0
H 2.335491 5.011568 -0.475277 0.0 0.0 0.0
H 1.108633 3.415073 0.944956 0.0 0.0 0.0
Br -3.768787 -2.527378 -5.110317 0.0 0.0 0.0
C -2.376043 -3.574413 -4.286066 0.0 0.0 0.0
C -1.700461 -4.418270 -5.116144 0.1 0.0 0.0
C -0.667685 -5.268116 -4.662348 0.0 0.0 0.0
C -0.458547 -5.300120 -3.276434 0.0 0.0 0.0
C -1.096965 -4.441546 -2.415277 -0.1 -0.1 0.0
C -2.027450 -3.394693 -2.879378 0.0 0.0 0.0
C -2.416411 -2.474424 -1.963660 -0.1 0.3 0.2
O -3.614356 -1.656690 -2.202137 0.3 0.2 0.0
O -1.987004 -2.328204 -0.727697 -0.1 -0.1 0.0
H -1.981625 -4.432924 -6.163398 0.0 0.0 0.0
H -0.150090 -5.930845 -5.341616 0.0 0.0 0.0
H 0.208559 -6.051122 -2.853463 0.0 0.0 0.0
H -1.015286 -4.572889 -1.340538 0.0 0.1 -0.1
C -4.736491 0.417497 -2.043920 0.0 0.0 0.0
C -3.450839 -0.354395 -2.115531 0.1 -0.4 -0.2
O -2.360989 0.206174 -2.103551 -0.1 0.1 0.1
H -5.590366 -0.247125 -1.950604 0.0 0.0 0.0
H -4.830760 1.019288 -2.948445 0.0 0.0 0.0
H -4.679064 1.100132 -1.195710 0.0 0.0 0.0
```
Forces are in eV/Å.

Calculated values
Net charge ... -2
LUMO level ... 3.791 eV
E ... -5376.5050 hartree
Gap between HOMO and LUMO ... 3.91 eV
Max |F| ... 0.48 eV Å⁻¹
Highest occupied orbital energy ... -0.1 eV
Energy relative to the best compared isomer or geometry (same formula, charge and spin) ... 46.9 kJ/mol